(1)
DFT (the ωB97M-V functional and the def2-TZVPD basis) results for a cluster of 8 separate species, C5H26N2O8 in total.

- Structure (SMILES): CC(=O)N[C@H](C)CN.O.O.O.O.O.O.O
- Lowest unoccupied orbital energy: 0.16 eV
- Energy: -24967.6456 eV
- HOMO-LUMO gap: 0.3592 Ha
- HOMO energy: -9.6 eV

Each line ends with the Mulliken charge.
CARTESIAN COORDINATES (ANGSTROEM)
C1 -1.6642 0.1455 -1.4546  -0.793
C2 -0.2564 -0.3530 -1.7251  0.570
O1 0.4500 0.1954 -2.5633  -0.755
N1 0.1945 -1.4363 -1.0255  -0.172
C3 1.5114 -1.9588 -1.4052  0.605
C4 1.5022 -2.6730 -2.7747  -1.395
C5 2.0257 -2.8555 -0.2957  -1.110
N2 2.3124 -2.2126 1.0167  -0.596
H1 -2.2935 -0.0977 -2.3128  0.282
H2 -1.9994 -0.2295 -0.4792  0.116
H3 -1.5690 1.1974 -1.2174  0.326
H4 -0.4377 -1.9772 -0.4540  0.372
H5 2.2304 -1.1252 -1.3520  0.208
H6 1.7269 -2.0519 -3.6315  0.288
H7 2.1013 -3.5683 -2.6628  0.435
H8 0.4357 -2.9735 -2.8939  0.331
H9 3.0066 -3.2528 -0.5671  0.494
H10 1.3016 -3.6276 -0.0258  0.387
H11 3.1459 -1.6339 1.0096  0.255
H12 1.5631 -1.5525 1.2179  0.161
O2 0.1892 4.0703 1.9493  -0.693
H13 0.2432 3.8070 1.0153  0.372
H14 1.0186 4.3858 2.3273  0.303
O3 -1.1881 2.1934 -3.3949  -0.594
H15 -0.4644 1.5631 -3.5934  0.320
H16 -0.9774 2.7729 -4.1316  0.299
O4 -0.6616 -0.0677 3.1242  -0.520
H17 -1.3406 0.3011 3.6845  0.321
H18 0.0686 0.5156 3.2993  0.205
O5 -3.2937 -0.0575 1.6179  -0.647
H19 -3.8476 0.5512 2.1421  0.317
H20 -2.4116 0.3277 1.5636  0.273
O6 -1.4910 -2.5330 1.9831  -0.625
H21 -1.9421 -1.7115 2.1721  0.346
H22 -0.5995 -2.4202 2.3111  0.310
O7 -0.8261 2.6328 3.9133  -0.681
H23 0.0026 2.2036 4.1014  0.232
H24 -0.5653 3.1756 3.1210  0.480
O8 0.9184 3.4426 -0.8645  -0.705
H25 0.4564 2.7716 -1.3995  0.413
H26 1.4244 4.1165 -1.3453  0.264



(2)
DFT (the ωB97M-V functional and the def2-TZVPD basis) results for a structure of composition C47H40BInN10P2S2.

- Multiplicity: 2
- Lowest unoccupied orbital energy (spin up / spin down): -2.93 / -3.95 eV
- Energy: -110385.5197 eV
- HOMO-LUMO gap (spin up / spin down): 0.2705 / 0.2281 Ha
- Total charge: +1
- HOMO energy (spin up / spin down): -10.3 / -10.2 eV

Each line ends with the Mulliken charge.
CARTESIAN COORDINATES (ANGSTROEM)
In1 0.2283 -0.3436 -0.0183  2.280
C1 0.0753 -4.1104 -2.4963  -1.987
C2 0.0357 -2.7257 -2.3588  -0.135
N1 -0.1755 -2.3912 -1.0907  0.373
N2 -0.2833 -3.5369 -0.3888  -0.044
C3 -0.1268 -4.5838 -1.2177  0.367
B1 -0.5347 -3.4064 1.1405  0.327
N3 0.7931 -2.8192 1.7273  0.808
C4 1.5844 -3.3412 2.6758  -0.127
C5 2.7716 -2.6357 2.6975  -1.701
C6 2.6234 -1.6702 1.7085  -0.858
N4 1.4299 -1.7923 1.1313  0.012
N5 -1.6923 -2.3899 1.3302  0.767
C7 -2.8602 -2.5712 1.9688  0.064
C8 -3.5658 -1.3860 1.9461  -1.668
C9 -2.7435 -0.4982 1.2618  -0.085
N6 -1.6254 -1.1156 0.8886  0.069
N7 -0.8444 -4.6843 1.8977  0.402
C10 -0.7311 -6.0145 1.6335  -0.154
C11 -0.9420 -6.7052 2.7962  -0.706
C12 -1.1780 -5.7041 3.7558  -0.516
N8 -1.1133 -4.5046 3.2168  -1.119
H1 0.2259 -4.6832 -3.3933  0.475
H2 0.1390 -1.9701 -3.1180  0.543
H3 -0.1512 -5.6028 -0.8884  0.308
H4 1.2653 -4.1605 3.2935  0.531
H5 3.6217 -2.7972 3.3342  0.532
H6 3.3096 -0.9062 1.3883  0.921
H7 -3.1144 -3.5127 2.4170  0.559
H8 -4.5342 -1.1888 2.3685  0.495
H9 -2.8891 0.5484 1.0518  0.340
H10 -0.5263 -6.4108 0.6589  0.365
H11 -0.9282 -7.7712 2.9352  0.460
H12 -1.3901 -5.8173 4.8059  0.472
S1 0.0093 0.3741 3.2340  -0.464
P1 1.1992 1.7311 2.4531  1.647
C13 1.0949 1.6674 0.6634  -1.728
P2 0.2122 3.0414 -0.0434  2.014
S2 -1.7307 2.9332 0.1863  -0.522
C14 0.9145 4.6244 0.5093  1.052
C15 0.0812 5.6395 0.9594  -0.724
C16 0.6259 6.8590 1.3334  -0.704
C17 1.9949 7.0632 1.2489  -0.587
C18 2.8262 6.0537 0.7837  -0.752
C19 2.2876 4.8353 0.4095  -0.385
C20 0.7154 3.0620 -1.7986  0.127
C21 0.0848 3.8611 -2.6644  -0.415
C22 0.4697 3.9269 -4.0714  -0.870
C23 1.5401 3.2867 -4.5383  -1.211
C24 2.4371 2.4730 -3.6563  0.226
C25 1.8432 2.1912 -2.2528  -0.521
C26 0.8638 3.3219 3.2660  0.983
C27 1.8967 4.1736 3.6454  -0.331
C28 1.6188 5.2759 4.4383  -0.818
C29 0.3207 5.5243 4.8586  -0.667
C30 -0.7113 4.6841 4.4646  -0.881
C31 -0.4434 3.5822 3.6709  -0.503
C32 2.9412 1.3888 2.8535  0.246
C33 3.9757 1.6609 1.9640  0.055
C34 5.2759 1.3119 2.2967  -0.777
C35 5.5446 0.6996 3.5122  -0.629
C36 4.5131 0.4395 4.4043  -0.740
C37 3.2112 0.7781 4.0732  -0.896
H13 -0.9847 5.4651 1.0267  0.437
H14 -0.0221 7.6494 1.6879  0.459
H15 2.4159 8.0153 1.5433  0.416
H16 3.8930 6.2212 0.7113  0.448
H17 2.9331 4.0426 0.0452  0.029
H18 -0.7362 4.4837 -2.3269  0.526
H19 -0.1395 4.5261 -4.7357  0.478
H20 1.8299 3.3620 -5.5806  0.436
H21 3.4377 2.9168 -3.6587  0.580
H22 2.6157 2.1308 -1.4828  0.090
H23 2.9129 3.9751 3.3299  0.456
H24 2.4230 5.9296 4.7503  0.460
H25 0.1154 6.3657 5.5075  0.415
H26 -1.7231 4.8715 4.7988  0.461
H27 -1.2369 2.9086 3.3769  0.365
H28 3.7577 2.1278 1.0092  0.253
H29 6.0828 1.5073 1.6021  0.456
H30 6.5590 0.4197 3.7633  0.416
H31 4.7181 -0.0394 5.3523  0.477
H32 2.3893 0.5548 4.7420  0.472
C38 -2.7122 0.6039 -3.3287  -1.185
C39 -1.9100 0.8303 -4.4334  -1.100
C40 -0.5323 0.8362 -4.2793  -0.525
C41 0.0095 0.6157 -3.0227  -0.038
N9 -0.7755 0.3679 -1.9702  0.468
C42 -2.0992 0.3612 -2.1150  -0.412
C43 1.4911 0.7283 -2.7166  0.564
C44 2.4426 0.9410 -3.9317  0.320
C45 3.7882 0.3313 -3.7190  -1.505
C46 4.0590 -0.4350 -2.6631  -1.334
C47 3.0051 -0.7689 -1.7161  -0.070
N10 1.8316 -0.2740 -1.7365  0.062
H33 -3.7895 0.6113 -3.4029  0.556
H34 -2.3415 1.0111 -5.4085  0.500
H35 0.1026 1.0263 -5.1284  0.465
H36 -2.6724 0.1777 -1.2186  0.236
H37 2.0746 0.6382 -4.9156  0.492
H38 4.5314 0.5391 -4.4797  0.496
H39 5.0363 -0.8698 -2.5089  0.538
H40 3.1976 -1.5157 -0.9502  0.747



(3)
DFT (the ωB97M-V functional and the def2-TZVPD basis) results for a structure of composition C16H43ClNdO6Si2.

- Multiplicity: 4
- Lowest unoccupied orbital energy (spin up / spin down): -3.41 / -3.40 eV
- Energy: -73111.2602 eV
- HOMO-LUMO gap (spin up / spin down): 0.2533 / 0.2553 Ha
- Total charge: +1
- HOMO energy (spin up / spin down): -10.3 / -10.3 eV

Each line ends with the Mulliken charge.
CARTESIAN COORDINATES (ANGSTROEM)
O1 -0.6677 0.8160 -1.1678  0.111
O2 -0.8802 -1.3597 -2.0754  0.223
C1 -2.0578 1.2847 -1.1455  -0.343
C2 -2.1446 2.7466 -0.8278  -1.429
H1 -2.6072 0.6851 -0.4154  0.320
H2 -2.5137 1.0434 -2.1135  0.399
H3 -1.7220 2.9870 0.1546  0.252
H4 -3.2036 3.0379 -0.7950  0.430
H5 -1.6666 3.3876 -1.5767  0.320
C3 0.0891 1.3048 -2.3523  0.178
C4 -0.5747 1.2623 -3.6944  -1.560
H6 1.0277 0.7390 -2.3463  0.156
H7 0.3254 2.3414 -2.0985  0.455
H8 -0.9601 0.2756 -3.9735  0.102
H9 0.1706 1.5317 -4.4678  0.454
H10 -1.3888 1.9914 -3.8002  0.356
C5 0.3768 -2.1120 -2.2471  -0.058
C6 -2.2030 -1.9892 -2.1042  0.069
C7 0.8074 -2.0608 -3.6708  -1.170
H11 0.1980 -3.1186 -1.8696  0.431
H12 1.1136 -1.6264 -1.6007  0.041
H13 0.0717 -2.4813 -4.3635  0.270
H14 1.7261 -2.6433 -3.7764  0.468
H15 1.0358 -1.0387 -3.9992  0.228
C8 -2.5299 -2.4081 -3.4938  -1.373
H16 -2.9039 -1.2399 -1.7275  0.300
H17 -2.1776 -2.8197 -1.3994  0.161
H18 -2.4161 -1.5936 -4.2202  0.282
H19 -3.5743 -2.7291 -3.5234  0.424
H20 -1.9234 -3.2570 -3.8180  0.348
H21 -0.7844 -0.5039 -1.3932  0.256
Nd1 1.0961 0.3353 2.4467  0.843
C9 -0.7766 -0.9469 1.7295  0.325
Si1 -1.5916 -2.2415 2.5406  -0.071
H22 -1.0319 0.1964 1.9428  -0.021
H23 0.2048 -1.0793 1.0753  -0.176
C10 -3.3963 -2.0903 2.0526  -0.976
C11 -1.6879 -2.3350 4.4163  -1.083
C12 -0.9349 -3.9183 2.0125  -0.950
C13 1.4305 2.1968 1.2117  -0.488
Si2 3.0846 2.2383 0.4947  0.234
H24 1.5927 2.4262 2.3586  0.101
H25 0.7545 2.9906 0.9223  0.392
C14 3.0879 3.4005 -0.9628  -1.018
C15 3.6554 0.5450 -0.0846  -0.968
C16 4.3300 2.9219 1.7131  -1.069
H26 -0.6850 -3.9373 0.9427  0.172
H27 -1.6715 -4.7153 2.1977  0.325
H28 -0.0238 -4.1786 2.5704  0.335
H29 -3.7415 -1.0543 2.1778  0.309
H30 -4.0314 -2.7321 2.6763  0.354
H31 -3.5664 -2.3778 1.0075  0.226
H32 -1.8310 -1.3516 4.8890  0.308
H33 -0.7885 -2.8007 4.8430  0.306
H34 -2.5402 -2.9659 4.7252  0.302
H35 3.6547 0.4796 -1.1843  0.304
H36 2.9894 -0.2511 0.2908  0.165
H37 4.6750 0.3222 0.2627  0.404
H38 5.3262 3.0057 1.2550  0.321
H39 4.4245 2.2854 2.6038  0.291
H40 4.0323 3.9273 2.0473  0.303
H41 4.1122 3.7005 -1.2226  0.355
H42 2.5235 4.3144 -0.7292  0.320
H43 2.6448 2.9445 -1.8574  0.249
O3 1.5161 3.1565 5.0115  -0.395
Cl1 1.3401 1.7500 5.0799  1.381
O4 1.3624 1.0532 6.2754  -0.419
O5 -0.0667 1.3210 4.1749  -0.529
O6 2.4853 1.0117 3.9959  -0.566



(4)
DFT (the ωB97M-V functional and the def2-TZVPD basis) results for a structure of composition C24H16Co2NO6.

- Lowest unoccupied orbital energy: 1.76 eV
- Energy: -114168.7386 eV
- HOMO-LUMO gap: 0.1742 Ha
- Total charge: -1
- HOMO energy: -3.0 eV

Each line ends with the Mulliken charge.
CARTESIAN COORDINATES (ANGSTROEM)
O1 -2.8813 -0.9562 1.6729  -0.379
C1 -2.3166 -0.5193 0.7578  0.246
Co1 -1.7738 0.1147 -0.7802  0.395
C2 -3.1922 0.6756 -1.5970  0.139
O2 -4.1639 1.0205 -2.1288  -0.416
C3 -0.5803 1.5302 -1.0238  -0.008
O3 -0.5980 2.7026 -1.2516  -0.630
C4 -0.1986 -1.9189 -1.2465  -0.304
C5 -1.4364 -2.6037 -1.6077  0.192
C6 -2.0939 -3.3677 -0.6104  -0.252
C7 -3.2613 -4.0625 -0.9093  -0.786
C8 -3.8064 -4.0001 -2.1952  -0.379
C9 -3.1598 -3.2583 -3.1929  -0.610
C10 -1.9753 -2.5770 -2.9166  0.057
C11 0.5189 -0.8369 -0.9965  0.263
C12 0.7940 0.6106 -1.1613  0.228
Co2 1.3660 -2.4025 -0.4236  -0.140
C13 0.8939 -2.5199 1.2804  -0.017
O4 0.5276 -2.5151 2.3754  -0.411
C14 3.0196 -1.8431 -0.3782  0.044
O5 4.1365 -1.5095 -0.3307  -0.451
C15 1.6185 -4.0017 -1.0968  0.141
O6 1.8165 -5.0499 -1.5321  -0.443
H1 -1.6653 -3.3952 0.3968  0.392
H2 -3.7407 -4.6496 -0.1237  0.371
H3 -4.7310 -4.5336 -2.4194  0.363
H4 -3.5807 -3.2132 -4.2005  0.364
H5 -1.4569 -1.9963 -3.6860  0.452
H6 1.8721 0.9299 -1.2380  0.590
H7 0.8447 0.7037 -2.2931  0.563
C16 3.9674 3.5202 1.1577  -1.126
N1 2.7494 2.7512 0.9947  0.313
C17 2.7060 1.5292 0.4604  -1.195
C18 1.3528 0.9579 0.5716  1.377
C19 0.6186 2.0332 1.3120  0.112
C20 1.4975 3.1104 1.5260  -0.301
C21 1.2488 4.1515 2.4071  -0.737
C22 0.0174 4.1333 3.0694  -0.617
C23 -0.8595 3.0503 2.9154  -0.940
C24 -0.5534 1.9814 2.0617  0.174
H8 3.6901 4.5623 1.2759  0.378
H9 4.5267 3.1921 2.0431  0.325
H10 4.5944 3.3863 0.2705  0.366
H11 3.5631 1.1198 -0.0999  0.346
H12 1.3093 -0.0472 1.1271  -0.321
H13 2.0046 4.9200 2.5413  0.248
H14 -0.2481 4.9623 3.7276  0.351
H15 -1.7952 3.0345 3.4713  0.394
H16 -1.1855 1.0935 2.0237  0.281



(5)
DFT (the ωB97M-V functional and the def2-TZVPD basis) results for a cluster of 11 separate species, C3H27O11 in total.

- Lowest unoccupied orbital energy: 2.87 eV
- Energy: -26073.4514 eV
- HOMO-LUMO gap: 0.3323 Ha
- Total charge: -1
- HOMO energy: -6.2 eV

Each line ends with the Mulliken charge.
CARTESIAN COORDINATES (ANGSTROEM)
C1 0.7946 -0.7129 -1.3293  -3.124
C2 -0.5874 -0.4329 -0.8223  1.482
C3 -1.0954 -1.6289 0.1007  -1.827
O1 -0.5214 0.7741 -0.1153  -0.233
H1 0.8526 -1.5579 -2.0093  0.635
H2 1.4336 -0.9379 -0.4253  0.183
H3 1.3676 0.0811 -1.7333  0.922
H4 -1.2454 -0.4259 -1.6743  0.769
H5 -2.1634 -1.6039 0.1047  0.384
H6 -0.7594 -1.4859 1.1027  0.188
H7 -0.8044 -2.6429 -0.1863  0.477
O2 0.0506 0.4301 2.4967  -0.693
H8 0.9646 0.2691 2.6037  0.316
H9 -0.0454 0.4641 1.5317  0.201
O3 -2.5544 1.6771 -2.3493  -0.678
H10 -1.8984 1.3751 -1.7423  0.296
H11 -2.1344 2.2071 -3.0003  0.278
O4 1.2866 -2.5829 2.3717  -0.595
H12 0.5526 -2.5149 1.7887  0.289
H13 0.9346 -2.7489 3.2287  0.269
O5 -3.0154 0.7141 1.1017  -0.761
H14 -3.6344 1.2061 0.5167  0.292
H15 -2.1394 0.7981 0.6667  0.272
O6 0.5176 0.9331 -4.1853  -0.674
H16 0.6136 0.1961 -3.5523  0.390
H17 0.6216 1.6991 -3.6603  0.311
O7 3.8346 -1.4179 1.8157  -0.609
H18 3.7906 -0.6279 1.3237  0.314
H19 3.2166 -1.9689 1.3757  0.294
O8 3.8036 -0.9609 -1.1663  -0.654
H20 2.9046 -1.1599 -0.9163  0.354
H21 3.8166 -0.7209 -2.0933  0.283
O9 -3.3634 -1.0769 3.1187  -0.632
H22 -4.2714 -1.3079 3.2687  0.280
H23 -3.3114 -0.3799 2.4817  0.424
O10 1.7566 1.9871 -0.0693  -0.740
H24 1.5636 2.6881 -0.6583  0.297
H25 0.9516 1.4331 -0.1753  0.206
O11 -0.7354 3.5961 -0.0163  -0.683
H26 -0.8724 3.6711 0.9557  0.303
H27 -0.4764 2.6951 -0.0753  0.193



(6)
DFT (the ωB97M-V functional and the def2-TZVPD basis) results for a cluster of 2 separate species, C4H12N2 in total.

- Structure (SMILES): C=CC.NCN
- Lowest unoccupied orbital energy: 0.96 eV
- Energy: -7320.7070 eV
- HOMO-LUMO gap: 0.3603 Ha
- HOMO energy: -8.8 eV

Each line ends with the Mulliken charge.
CARTESIAN COORDINATES (ANGSTROEM)
C1 -1.6262 -1.4973 0.9160  -0.482
C2 -2.3533 -1.7229 -0.1885  0.111
C3 -1.6781 -1.7113 -1.5149  -0.913
H1 -1.7799 -1.8353 1.9289  0.295
H2 -0.5883 -1.1259 0.8803  -0.165
H3 -3.4035 -1.5417 0.0292  0.302
H4 -1.0603 -0.8334 -1.5344  0.296
H5 -2.3891 -1.5815 -2.3302  0.303
H6 -1.1843 -2.6717 -1.5510  0.243
N1 1.4701 2.8232 -0.0418  -0.596
C4 2.3075 1.6189 0.1523  -0.435
N2 1.7122 0.4792 0.7839  -0.477
H7 1.5816 3.4165 0.8149  0.238
H8 0.5360 2.4320 -0.1232  0.250
H9 3.2199 1.9629 0.6699  0.320
H10 2.6991 1.4010 -0.8406  0.292
H11 1.2489 -0.2344 0.2591  0.220
H12 1.2876 0.6217 1.6901  0.198